The molecule C33H37F3INO4S2 at a distorted geometry. Source: OMol25; level of theory: wB97M-V/def2-TZVPD.

```
81
Properties=species:S:1:pos:R:3:mulliken_charge:R:1
I -1.448 -6.251 -0.606 0.135
S 0.839 1.520 -1.681 0.062
S 3.271 0.016 -0.942 -0.332
F -1.034 -6.684 2.353 -0.278
F -2.559 -5.178 2.335 -0.220
F -0.611 -4.804 3.301 -0.263
O -4.636 -3.259 -2.569 -0.528
O -0.985 1.762 3.447 -0.593
O -2.074 -0.546 0.520 -0.413
O -1.144 -3.622 0.475 0.268
N 3.296 2.658 -1.580 0.493
C -1.244 -5.344 2.246 0.979
C -4.548 -0.255 0.503 -0.334
C 4.595 4.026 -0.061 0.135
C 4.747 4.783 1.076 -0.481
C 2.436 3.593 -5.096 -0.791
C 2.363 3.541 0.576 0.387
C 3.042 3.459 -2.749 0.683
C 0.867 -5.026 0.895 -1.101
C -1.669 -1.425 1.540 1.240
C 2.080 -4.883 -1.453 0.428
C 2.846 5.583 -3.871 -0.849
C 1.881 -1.737 0.687 -1.275
C -3.259 -0.759 -0.214 -0.091
C 2.441 1.530 -1.450 -0.332
C 2.489 4.980 -5.058 -0.446
C 0.433 -1.779 0.150 -0.091
C 2.715 2.863 -3.962 -0.063
C 3.709 4.950 1.984 -0.555
C -1.656 0.766 2.742 0.168
C -2.736 -2.164 2.357 -2.327
C -0.899 -0.536 2.576 -0.764
C -3.442 -2.138 -0.871 -0.424
C -4.332 -1.935 -2.103 -0.759
C 1.483 -4.947 -0.420 -0.828
C -0.586 -2.449 1.099 -0.741
C 3.385 3.402 -0.343 -0.872
C -4.752 1.162 0.220 -0.876
C 2.517 4.301 1.725 -0.877
C -4.923 2.342 0.121 0.040
C -0.665 -4.854 0.889 -0.726
C -1.095 1.912 2.016 -0.329
C 3.111 4.842 -2.730 -0.227
C 2.487 -0.320 0.696 0.269
H 0.143 -0.760 -0.098 0.090
H 3.381 5.404 -1.849 0.294
H 0.079 -0.243 2.200 -0.119
H 3.292 -0.223 1.418 0.657
H -4.481 -0.359 1.584 0.117
H 2.909 6.662 -3.812 0.372
H -5.414 -0.833 0.182 0.568
H -0.032 -2.671 2.013 0.882
H -3.983 -2.851 -0.252 0.103
H 2.751 -4.903 -2.276 0.482
H 1.056 -6.042 1.250 0.626
H -2.732 0.710 2.811 0.555
H -1.746 2.741 1.783 0.421
H 5.439 3.930 -0.731 0.447
H -5.228 3.359 0.160 0.481
H -3.176 -0.085 -1.069 0.738
H 2.254 5.549 -5.947 0.391
H 2.652 1.781 -3.978 0.442
H 1.984 -2.141 1.698 0.467
H 5.677 5.296 1.288 0.379
H 0.416 -2.332 -0.788 0.800
H -3.805 -1.402 -2.897 0.410
H -5.071 -3.197 -3.425 0.328
H 1.406 3.061 0.427 0.237
H 1.344 -4.363 1.617 0.360
H -0.887 -1.004 3.559 0.617
H -2.204 -2.755 3.101 0.653
H -3.354 -2.860 1.800 0.041
H -3.325 -1.459 2.942 0.627
H -0.152 1.763 1.506 -0.186
H 2.160 3.054 -5.992 0.379
H -5.283 -1.467 -1.835 0.318
H 1.726 0.445 0.835 -0.880
H 1.673 4.395 2.395 0.421
H 2.496 -2.332 0.012 0.389
H 3.807 5.562 2.869 0.410
H -2.508 -2.525 -1.269 0.181
```

Results
Charge   0
Frontier orbital gap   7.572 eV
Multiplicity   1
SMILES   C#CC[C@H](CCO)O[C@](C)(C[C@@H]1CO1)[C@H](CCCSC(=S)N(c1ccccc1)c1ccccc1)O[C@@](I)(CC#C)C(F)(F)F

***

A structure of composition C33H37FeN2O at a distorted geometry. Source: OMol25; level of theory: wB97M-V/def2-TZVPD.

```
74
Properties=species:S:1:pos:R:3:lowdin_spin:R:1
Fe -3.630 -2.377 -3.032 0.158
O 4.464 0.857 1.741 0.009
N 3.284 -1.139 1.746 0.011
N 1.160 -0.391 1.562 0.292
C -4.699 -1.889 2.270 0.016
C -3.931 -1.553 -4.807 0.013
C -1.212 -1.944 -1.160 0.662
C -1.518 3.387 1.431 0.004
C -2.502 -1.168 1.514 0.063
C 0.334 2.394 2.632 0.002
C -4.016 -4.154 -2.255 0.011
C -3.306 -1.966 2.356 0.105
C -4.509 -0.108 0.646 -0.003
C -0.166 3.031 1.487 0.016
C -5.178 -1.935 -4.174 -0.015
C 1.684 -2.737 0.823 0.113
C 3.412 0.226 1.692 0.020
C -4.049 -0.467 -2.729 0.005
C -3.225 -0.655 -3.910 0.004
C 1.615 -2.138 3.267 0.179
C -1.038 -1.437 1.292 0.535
C 1.740 1.850 2.642 0.024
C -3.115 -0.176 0.745 0.074
C -0.483 2.231 3.758 0.024
C 1.921 -1.635 1.848 0.018
C -5.251 -1.267 -2.885 0.004
C -2.095 -2.824 -1.809 0.072
C -0.148 -0.341 1.253 0.479
C 4.434 -1.972 2.011 0.100
C 2.012 0.808 1.546 0.032
C -5.306 -0.981 1.395 0.078
C -3.415 -3.280 -1.297 0.048
C -3.140 -4.242 -3.414 0.011
C -1.834 2.573 3.690 0.014
C -2.355 3.134 2.521 0.008
C -0.278 -1.128 -1.943 0.134
C -1.996 -3.397 -3.183 0.073
H 2.466 2.659 2.449 0.002
H -6.092 -1.288 -2.195 0.001
H -5.961 -2.542 -4.621 0.000
H 2.352 -2.900 3.556 0.047
H 1.972 1.416 3.628 0.010
H -4.942 -4.705 -2.116 0.004
H -3.300 -4.879 -4.283 0.003
H -1.015 -2.117 -0.075 0.082
H 0.657 -3.102 0.871 0.023
H 1.652 -1.308 3.987 0.033
H -1.907 3.863 0.529 0.001
H -2.300 -0.129 -4.126 0.004
H -4.960 0.621 -0.029 -0.001
H -0.496 0.660 0.966 0.030
H -1.125 -3.271 -3.821 0.008
H -2.473 2.403 4.557 0.004
H 5.339 -1.458 1.676 0.007
H -3.760 -3.028 -0.301 0.003
H 4.529 -2.192 3.084 0.028
H 2.361 -3.571 1.043 0.040
H -5.323 -2.553 2.874 0.003
H 0.631 -1.688 -2.230 0.044
H -3.414 3.386 2.462 0.001
H 1.884 -2.356 -0.187 0.015
H 0.504 3.218 0.641 0.007
H 0.620 -2.590 3.307 0.040
H -0.749 -0.806 -2.890 0.011
H -0.047 1.802 4.666 0.017
H -6.392 -0.941 1.293 0.006
H -3.842 0.224 -1.919 0.002
H -2.483 0.512 0.178 0.009
H -3.611 -1.821 -5.810 0.002
H 1.930 1.303 0.558 0.014
H 4.334 -2.918 1.472 0.025
H 0.051 -0.223 -1.414 0.019
H -0.694 -2.252 1.939 0.029
H -2.831 -2.654 3.063 0.036
```

Results
Charge   -1
Frontier orbital gap (alpha / beta)   1.599 / 7.879 eV
Multiplicity   5

***

A cluster of 2 separate species, C33H38BF3O4 in total at a distorted geometry. Source: OMol25; level of theory: wB97M-V/def2-TZVPD.

```
79
Properties=species:S:1:pos:R:3:mulliken_charge:R:1
F 4.190 8.104 3.139 -0.263
F 4.952 6.339 2.055 -0.266
F 3.552 7.726 1.066 -0.293
O -0.423 2.795 5.135 -0.485
O -1.875 3.990 3.675 -0.740
O 6.354 -0.695 2.529 -0.403
O -4.088 -5.552 -0.031 -0.418
C 2.281 0.025 2.547 0.340
C -2.616 2.853 4.118 1.977
C -2.009 -4.583 0.797 -0.463
C -3.306 2.278 2.895 -1.933
C -1.965 -2.190 1.262 0.538
C -3.355 -4.483 0.369 0.864
C 0.411 5.502 2.607 -0.390
C -1.192 -1.009 1.535 -0.268
C -0.799 6.314 6.209 -0.736
C -3.349 -2.123 0.910 -0.441
C 2.868 5.557 3.948 -1.064
C 0.183 -0.981 1.770 -0.711
C 1.800 4.806 4.451 -0.541
C -1.022 4.860 5.978 -0.066
C 6.937 -2.013 2.414 -0.785
C 2.679 6.292 2.780 0.370
C 0.570 4.811 3.800 0.100
C 3.215 1.095 2.716 -0.259
C -3.705 3.259 5.086 -2.186
C 1.480 6.256 2.088 -0.769
C 5.020 -0.536 2.714 1.006
C -1.507 1.933 4.833 1.862
C 0.949 0.184 2.040 -1.101
C -0.900 0.941 3.883 -2.562
C 2.750 -1.292 2.846 -0.560
C -4.014 -3.225 0.425 -0.792
C -1.366 -3.473 1.308 -0.739
C 4.560 0.809 2.784 -0.867
C -1.943 1.161 6.071 -2.052
C -3.435 -6.834 0.061 -0.825
C 4.099 -1.602 2.839 -0.748
C -2.185 5.784 6.042 -0.640
C 3.835 7.114 2.254 0.710
B -0.700 4.034 4.483 1.175
H -0.375 6.895 5.394 0.157
H -0.731 1.476 2.943 0.086
H -0.374 -3.579 1.734 0.456
H 0.706 -1.943 1.672 0.822
H 3.813 5.612 4.482 0.368
H -3.052 -7.014 1.074 0.360
H -2.710 6.006 5.109 0.176
H -2.814 5.778 6.936 0.307
H 6.675 -2.635 3.280 0.326
H 0.640 1.151 1.635 0.865
H 1.924 4.277 5.395 0.442
H -1.458 -5.522 0.732 0.371
H -1.511 0.057 3.689 0.689
H 8.010 -1.825 2.399 0.250
H -5.046 -3.180 0.071 0.422
H 2.050 -2.109 3.041 0.759
H -0.550 5.516 2.098 0.367
H 5.326 1.578 2.846 0.466
H 6.635 -2.491 1.473 0.336
H -2.634 0.364 5.773 0.392
H -4.209 -7.557 -0.184 0.238
H -0.520 6.642 7.217 0.254
H -2.627 2.168 2.043 0.204
H 2.849 2.126 2.804 0.523
H -4.326 2.401 5.358 0.407
H 1.355 6.839 1.177 0.402
H -3.323 3.702 6.007 0.318
H 0.065 0.599 4.273 0.784
H -1.720 -0.051 1.448 0.516
H -4.099 2.973 2.594 0.558
H 4.433 -2.642 2.932 0.307
H -0.897 4.205 6.848 0.221
H -3.892 -1.181 1.014 0.382
H -1.078 0.671 6.536 0.394
H -4.352 3.994 4.600 0.497
H -2.608 -6.881 -0.659 0.348
H -3.774 1.314 3.133 0.274
H -2.437 1.788 6.819 0.378
```

Results
Charge   0
Frontier orbital gap   3.022 eV
Multiplicity   1

***

What is the formula in the second record? C33H37FeN2O